No. 1
A structure of composition C38H44N5OReTe. Source: the OMol25 dataset; level of theory: the ωB97M-V functional and the def2-TZVPD basis.

Element x y z (Å)
Re: 0.4937 -1.6763 1.0205
C: 1.9079 0.1391 -1.8003
C: 1.6957 -1.3673 -1.8545
C: 2.9158 -2.1579 -1.4782
C: 3.6406 -2.7846 -2.4784
C: 4.7708 -3.5271 -2.1710
C: 5.1482 -3.6752 -0.8528
C: 4.4482 -3.0645 0.1897
C: 4.9115 -3.3748 1.5955
C: 6.2287 -2.6932 1.9672
C: 3.3521 -2.2597 -0.1492
N: 2.5522 -1.6382 0.8701
C: 3.1335 -1.1129 1.9294
C: 2.3138 -0.7880 3.0203
C: 2.5296 -0.2879 4.2976
C: 1.2844 -0.2965 4.9439
C: 0.3568 -0.7909 4.0444
N: 0.9617 -1.1060 2.8692
H: 1.0265 0.6846 -2.1364
H: 2.7380 0.4089 -2.4541
H: 2.1605 0.4688 -0.7926
H: 1.3665 -1.6709 -2.8501
H: 0.8293 -1.6689 -1.2126
H: 3.3137 -2.6970 -3.5076
H: 5.3320 -4.0156 -2.9561
H: 6.0006 -4.2972 -0.6064
H: 5.0515 -4.4562 1.6535
H: 4.1399 -3.1435 2.3336
H: 7.0216 -2.9783 1.2759
H: 6.5422 -2.9772 2.9712
H: 6.1590 -1.6040 1.9304
H: 4.2075 -0.9762 1.9536
H: 3.4743 0.0310 4.7091
H: 1.0785 0.0239 5.9520
H: -0.7111 -0.8976 4.1721
N: -0.4337 -3.8071 1.4050
N: -1.3415 -2.6906 1.6099
H: -0.8044 -4.4742 0.7362
H: -0.2611 -4.2912 2.2812
H: -1.6329 -2.6199 2.5805
H: -2.1821 -2.7785 1.0473
C: -1.8798 3.9524 -5.7275
C: -1.8103 2.9890 -4.5814
C: -1.1905 3.3250 -3.3896
C: -1.1102 2.4504 -2.3062
C: -0.4121 2.9488 -1.0763
C: -1.6924 1.1929 -2.4544
Te: -1.7896 -0.3692 -1.0246
N: -0.5161 0.0272 0.5038
C: -1.1259 0.6341 1.6635
O: -2.2003 0.2327 2.0694
C: -0.3901 1.7458 2.3043
C: 0.9164 2.0810 1.9585
C: 1.5594 3.1166 2.6148
C: 0.8957 3.8271 3.6070
C: -0.4120 3.5019 3.9486
C: -1.0516 2.4576 3.3067
C: -3.7686 -0.1833 -0.3827
C: -4.4692 -1.3881 -0.4569
C: -5.8172 -1.4183 -0.1428
C: -6.4458 -0.2389 0.2317
C: -5.7363 0.9499 0.2935
C: -4.3786 1.0134 -0.0139
C: -3.6620 2.3286 0.0506
C: -2.3247 0.8028 -3.6539
C: -2.9728 -0.5439 -3.8569
C: -2.3696 1.7178 -4.6920
H: -1.3592 4.8804 -5.5002
H: -2.9175 4.1926 -5.9637
H: -1.4345 3.5174 -6.6231
H: -0.7431 4.3072 -3.2842
H: -1.0045 3.7247 -0.5852
H: 0.5432 3.3986 -1.3509
H: -0.2109 2.1634 -0.3607
H: 1.4281 1.5341 1.1777
H: 2.5758 3.3775 2.3501
H: 1.3973 4.6413 4.1135
H: -0.9281 4.0644 4.7149
H: -2.0668 2.1861 3.5658
H: -3.9758 -2.3001 -0.7807
H: -6.3719 -2.3448 -0.2007
H: -7.4994 -0.2434 0.4771
H: -6.2451 1.8575 0.5950
H: -4.0294 2.9201 0.8889
H: -3.8287 2.9004 -0.8649
H: -2.5856 2.2193 0.1777
H: -2.2770 -1.3761 -3.7161
H: -3.3479 -0.6231 -4.8750
H: -3.8277 -0.6921 -3.1912
H: -2.8568 1.4295 -5.6165

Atoms 1-6, force components in eV/Å:
Re -0.164 -0.241 -0.413
C 0.028 0.062 0.003
C -0.013 0.056 0.049
C 0.090 -0.117 0.011
C -0.017 0.031 0.011
C 0.008 -0.043 -0.026

The HOMO energy (spin up / spin down) is -12.71 / -13.06 eV. Its LUMO energy (spin up / spin down) is -5.80 / -6.25 eV. Its net charge is +2. For the energy above the lowest of the compared OMol25 structures with the same formula, charge and spin, the calculation gives 0.740 eV. As for the expectation value of S²: 2.019. As for the spin multiplicity: 3.

=====

No. 2
A structure of composition C38H45AsLaN2O6PS3 at a distorted geometry. Source: the OMol25 dataset; level of theory: the ωB97M-V functional and the def2-TZVPD basis.

Element x y z (Å)
La: -0.4425 0.4910 0.4481
S: 1.8847 -0.9296 0.9666
C: 3.4161 -0.2316 0.4405
C: 4.4104 0.0221 1.3768
C: 5.6645 0.4171 0.9531
C: 5.9320 0.5588 -0.3979
C: 4.9357 0.3178 -1.3308
C: 3.6758 -0.0676 -0.9161
H: 4.1878 -0.1147 2.4249
H: 6.4375 0.6090 1.6833
H: 6.9219 0.8418 -0.7248
H: 5.1520 0.4308 -2.3848
H: 2.8907 -0.2543 -1.6367
O: -0.5453 0.3677 2.5549
As: -0.1352 -1.1007 3.1865
C: 1.5020 -0.8504 4.2341
C: 2.0358 0.4335 4.1895
C: 3.1256 0.7707 4.9731
C: 3.6785 -0.1767 5.8207
C: 3.1653 -1.4639 5.8524
C: 2.0824 -1.8106 5.0576
C: -0.1283 -2.8929 2.3483
C: -0.1939 -3.9035 3.3022
C: -0.1058 -5.2345 2.9302
C: 0.0756 -5.5687 1.5982
C: 0.1330 -4.5675 0.6439
C: 0.0104 -3.2368 1.0107
C: -1.5034 -1.2870 4.5938
C: -1.3756 -0.4628 5.7094
C: -2.3933 -0.3892 6.6463
C: -3.5442 -1.1416 6.4732
C: -3.6778 -1.9624 5.3651
C: -2.6698 -2.0231 4.4159
H: 1.5770 1.1540 3.5151
H: 3.5387 1.7684 4.9246
H: 4.5110 0.0894 6.4562
H: 3.6105 -2.2004 6.5064
H: 1.6996 -2.8243 5.0766
H: -0.3436 -3.6357 4.3462
H: -0.1785 -6.0067 3.6830
H: 0.1633 -6.6055 1.3049
H: 0.2775 -4.8183 -0.3973
H: 0.0243 -2.4825 0.2264
H: -0.4672 0.1287 5.8237
H: -2.2934 0.2604 7.5051
H: -4.3425 -1.0766 7.1981
H: -4.5748 -2.5505 5.2357
H: -2.7885 -2.6333 3.5266
C: 0.8596 4.9616 -2.7475
C: 1.8394 5.2163 -1.6094
C: 1.2652 4.7580 -0.2592
C: 2.2906 5.0329 0.8723
C: 1.7804 4.6663 2.2626
C: 0.0221 5.5692 0.0717
O: -0.0623 6.7598 -0.1052
N: -1.0112 4.8770 0.6615
C: -1.0517 3.5051 0.8517
O: -1.9867 2.9637 1.4359
N: -0.0564 2.7659 0.3494
C: 1.0226 3.2581 -0.2903
O: 1.7870 2.4524 -0.8097
H: 1.2959 5.2605 -3.6965
H: -0.0553 5.5303 -2.6005
H: 0.6055 3.9057 -2.8063
H: 2.0694 6.2810 -1.5516
H: 2.7607 4.6627 -1.7885
H: 2.5427 6.0965 0.8467
H: 3.1880 4.4534 0.6468
H: 0.9404 5.2968 2.5500
H: 2.5738 4.8087 2.9933
H: 1.4622 3.6243 2.3068
H: -1.8272 5.4045 0.9544
C: -5.8030 1.3620 1.7567
C: -4.6828 1.5718 0.7471
C: -4.8848 2.8354 -0.0765
O: -4.7021 0.4566 -0.1617
P: -3.4272 -0.3700 -0.6601
S: -2.1595 0.7353 -1.7588
S: -2.6271 -1.3744 0.9008
O: -4.0815 -1.3549 -1.7101
C: -5.2714 -2.1558 -1.5998
C: -6.5131 -1.3084 -1.8376
C: -5.3337 -2.9055 -0.2808
H: -5.8611 2.2283 2.4099
H: -5.6124 0.4805 2.3647
H: -6.7487 1.2380 1.2329
H: -3.7199 1.6046 1.2705
H: -5.7659 2.7213 -0.7052
H: -4.0217 3.0014 -0.7163
H: -5.0120 3.6923 0.5779
H: -5.1582 -2.8744 -2.4209
H: -6.6767 -0.6416 -0.9977
H: -7.3844 -1.9483 -1.9469
H: -6.3901 -0.7187 -2.7411
H: -5.3930 -2.2043 0.5487
H: -4.4513 -3.5288 -0.1427
H: -6.2197 -3.5328 -0.2783

Atoms 1-6, force components in eV/Å:
La 0.834 -0.255 -3.304
S 0.638 -0.434 -0.369
C -0.204 -0.039 0.050
C -0.101 -0.002 -0.053
C 0.121 0.101 0.054
C 0.196 0.016 -0.046

The HOMO energy is -7.44 eV. Its LUMO energy is 0.37 eV. For the energy above the lowest of the compared OMol25 structures with the same formula, charge and spin, the calculation gives 1.968 eV.